The following is a DFT calculation (ωB97M-V with the def2-TZVPD basis set) of a gas-phase ion, C5H10N3OS (charge +1).

The value obtained for the molar mass is 160.2 g mol⁻¹. The calculation puts the energy above the lowest of the compared OMol25 structures with the same formula, charge and spin at 232.1 kJ/mol. The calculation puts the LUMO energy at -3.784 eV. Its SMILES is Cn1[nH]c(=S)oc1=[N+](C)C. The value obtained for the total energy is -22690.45038 eV. As for the HOMO-LUMO gap: 8.77 eV.

```
! RIJCOSX wB97M-V def2-TZVPD def2/J DEFGRID3
* xyz 1 1
C 0.6516 2.1130 0.5360
N 1.3131 1.1304 -0.3705
N 2.6771 1.0341 -0.2273
C 3.2089 -0.1863 -0.0292
S 4.7695 -0.5717 -0.0410
O 2.1079 -1.0796 0.2538
C 1.0105 -0.4649 0.0216
N -0.1386 -0.9502 -0.1445
C -0.2516 -2.3289 0.0513
C -1.2386 -0.2245 -0.7076
H 0.8527 3.1334 0.3570
H 0.8402 1.7725 1.5771
H -0.3382 2.0620 0.3368
H 3.1563 1.9352 -0.2939
H -1.0023 -2.4598 0.8663
H -0.6186 -2.9115 -0.8718
H 0.5934 -2.8149 0.3767
H -1.0279 0.6432 -1.3761
H -1.8686 -0.8571 -1.3581
H -1.9086 0.0746 0.0796
*
```


The following is a DFT calculation (ωB97M-V with the def2-TZVPD basis set) of 2 unconnected molecules or ions with the total composition C3H12N3O.

The value obtained for the molar mass is 106.1 g mol⁻¹. The calculation puts the energy above the lowest of the compared OMol25 structures with the same formula, charge and spin at 162.7 kJ/mol. The calculation puts the LUMO energy at -2.985 eV. The value obtained for the total energy is -9817.12656 eV. As for the HOMO-LUMO gap: 10.91 eV.

```
! RIJCOSX wB97M-V def2-TZVPD def2/J DEFGRID3
* xyz 1 1
N 1.3792 0.8633 2.0387
C 0.1686 1.4470 2.2138
N -0.9596 0.9964 1.7955
H 2.1679 1.4721 2.1825
H 1.4864 0.1846 1.3218
H 0.2264 2.3617 2.7971
H -1.6790 1.6204 2.1417
C 0.6484 -0.4518 -1.6221
O 0.9496 -0.5558 -2.9788
C -0.7958 -0.9323 -1.4799
N -1.1394 -1.0906 -0.0095
H 0.6727 0.5861 -1.2715
H 1.2992 -1.0824 -1.0009
H 1.5838 0.1150 -3.2660
H -1.5195 -0.2567 -1.9219
H -0.8647 -1.9262 -1.9188
H -0.9682 -0.1676 0.5386
H -0.5474 -1.8108 0.4075
H -2.1086 -1.3722 0.0321
*
```


The following is a DFT calculation (ωB97M-V with the def2-TZVPD basis set) of a single C6H4F4 molecule.

The value obtained for the molar mass is 152.1 g mol⁻¹. The calculation puts the energy above the lowest of the compared OMol25 structures with the same formula, charge and spin at 326.9 kJ/mol. The calculation puts the LUMO energy (alpha / beta) at -0.980 / -0.497 eV. The value obtained for the total energy is -17151.93155 eV. As for the HOMO-LUMO gap (alpha / beta): 8.47 / 7.88 eV.

```
! RIJCOSX wB97M-V def2-TZVPD def2/J DEFGRID3
* xyz 0 1
C 0.5508 0.7876 -0.0485
C -0.2613 1.8616 -0.3866
C 0.0556 -0.4474 0.1271
C -0.3038 -1.6792 0.1439
C -1.7022 1.6741 -0.3097
C -2.0168 1.2795 1.1479
F -2.2124 0.6874 -1.1249
F -2.3990 2.7849 -0.6668
F -3.1939 1.7692 1.5652
F -1.1227 1.6008 2.1055
H 1.6057 0.9547 0.1179
H 0.1209 2.8545 -0.5307
H -0.7770 -2.1587 0.9842
H -0.1673 -2.3052 -0.7277
*
```


The following is a DFT calculation (ωB97M-V with the def2-TZVPD basis set) of a molecular structure, C7H7O2PS2.

The value obtained for the molar mass is 218.2 g mol⁻¹. The calculation puts the energy above the lowest of the compared OMol25 structures with the same formula, charge and spin at 0.0 kJ/mol. The calculation puts the LUMO energy at -0.759 eV. The value obtained for the total energy is -42426.12109 eV. As for the HOMO-LUMO gap: 7.44 eV.

```
! RIJCOSX wB97M-V def2-TZVPD def2/J DEFGRID3
* xyz 0 1
C 0.1905 0.0128 2.4755
C 0.0056 -1.3105 1.9076
C 0.8001 1.0287 1.7446
C 0.6151 -1.5754 0.6816
C 1.2751 0.7997 0.4546
C 1.2670 -0.5065 0.0035
C -0.2680 1.0210 -3.0673
O 1.6372 1.7943 -0.3676
O 2.0154 -0.7589 -1.1781
P 2.6272 0.4412 -1.9260
S 4.5091 0.5653 -1.7847
S 1.4133 0.6856 -3.6386
H -0.0876 0.2330 3.4697
H -0.6321 -2.0447 2.2863
H 0.9581 2.0238 2.2428
H 0.6274 -2.4768 0.0458
H -0.5873 1.6348 -3.8746
H -0.2473 1.5691 -2.1823
H -0.7524 0.1133 -2.7744
*
```